Record 1
{"formula": "C3H12N4O2PS", "method": "ωB97M-V/def2-TZVPD", "multiplicity": 1, "homo_energy_ev": -12.93, "total_charge": 1, "species": ["N", "C", "C", "S", "P", "N", "O", "H", "H", "H", "H", "H", "H", "H", "H", "C", "O", "N", "N", "H", "H", "H", "H"], "xyz": [[3.254, -2.938, 0.238], [2.236, -2.200, 0.331], [1.911, -1.151, -0.726], [0.350, -0.317, -0.338], [-1.311, -1.559, -1.189], [-1.998, -1.809, 0.321], [-0.587, -2.959, -1.509], [3.794, -2.744, -0.606], [1.581, -2.287, 1.192], [1.833, -1.643, -1.687], [2.695, -0.402, -0.735], [0.308, 0.745, -1.153], [-1.325, -1.930, 1.071], [-2.583, -2.639, 0.286], [-0.395, -3.047, -2.448], [-0.795, 3.181, 1.072], [0.225, 2.697, 1.535], [-1.741, 2.371, 0.485], [-1.064, 4.513, 1.081], [-2.591, 2.685, 0.056], [-1.513, 1.402, 0.518], [-0.383, 5.115, 1.504], [-1.900, 4.914, 0.702]], "lowdin_charge": [0.138, -0.291, -0.407, 0.867, 0.687, -0.201, -0.295, 0.072, 0.102, 0.083, 0.104, -0.012, 0.038, 0.062, 0.068, -0.680, 0.009, 0.143, 0.168, 0.101, 0.029, 0.114, 0.102]}

=====

Record 2
{"formula": "C3H12NO", "method": "ωB97M-V/def2-TZVPD", "de_lowest_kcal_mol": 3.7, "multiplicity": 2, "homo_energy_ev": [-3.44, -11.69], "total_charge": 0, "species": ["C", "C", "C", "N", "H", "H", "H", "H", "H", "H", "H", "H", "H", "H", "H", "H", "O"], "xyz": [[-0.403, -0.368, -0.771], [1.037, -0.145, -1.239], [1.070, 0.150, -2.727], [-0.555, -0.397, 0.707], [-1.092, 0.372, -1.158], [-0.816, -1.283, -1.169], [1.652, -1.003, -0.979], [1.394, 0.711, -0.688], [0.408, 0.951, -3.066], [2.084, 0.397, -3.039], [0.815, -0.729, -3.335], [-1.595, -0.503, 0.872], [-0.069, -1.227, 1.138], [-0.191, 0.450, 1.168], [-0.471, 0.066, 3.780], [-1.796, 0.851, 3.488], [-0.857, 0.782, 3.265]], "lowdin_spin": [0.119, 0.037, 0.004, 0.201, 0.029, 0.039, 0.019, 0.012, 0.001, 0.000, 0.001, 0.152, 0.154, 0.038, 0.038, 0.032, 0.122]}

=====

Record 3
{"formula": "C3H12NO", "method": "ωB97M-V/def2-TZVPD", "de_lowest_kcal_mol": 19.5, "multiplicity": 1, "homo_energy_ev": -15.75, "total_charge": 1, "species": ["C", "C", "C", "N", "H", "H", "H", "H", "H", "H", "H", "H", "H", "H", "H", "H", "O"], "xyz": [[0.512, 0.069, -0.956], [-0.960, 0.529, -0.883], [-1.227, 2.038, -0.983], [0.665, -1.236, -0.107], [0.562, -0.322, -1.966], [1.304, 0.656, -0.506], [-1.384, 0.161, 0.058], [-1.534, 0.012, -1.657], [-0.458, 2.640, -0.506], [-1.262, 2.185, -2.072], [-2.197, 2.274, -0.561], [0.159, -2.023, -0.510], [1.650, -1.503, -0.072], [0.371, -0.979, 0.842], [2.021, -1.297, 3.310], [0.676, -1.911, 3.584], [1.102, -1.292, 2.984]], "lowdin_charge": [-0.096, -0.245, -0.075, 0.175, 0.126, 0.135, 0.107, 0.116, 0.080, 0.087, 0.081, 0.168, 0.161, 0.120, 0.065, 0.054, -0.057]}

=====

Record 4
{"formula": "C3H12NO2", "method": "ωB97M-V/def2-TZVPD", "de_lowest_kcal_mol": 13.3, "multiplicity": 1, "homo_energy_ev": -14.79, "total_charge": 1, "species": ["O", "C", "C", "N", "C", "H", "H", "H", "H", "H", "H", "H", "H", "H", "H", "H", "H", "O"], "xyz": [[-1.816, 0.866, 1.075], [-1.584, 1.069, -0.295], [-0.111, 0.873, -0.508], [0.295, -0.484, -0.093], [0.125, -1.485, -1.197], [-2.726, 1.058, 1.322], [-2.200, 0.449, -0.921], [-1.773, 2.096, -0.627], [0.403, 1.572, 0.147], [0.125, 1.043, -1.552], [-0.157, -0.841, 0.743], [1.288, -0.584, 0.149], [-0.905, -1.512, -1.538], [0.407, -2.468, -0.815], [0.804, -1.234, -2.006], [2.662, 0.562, 2.325], [2.823, -0.862, 2.078], [2.341, -0.118, 1.713]], "lowdin_charge": [-0.032, -0.247, -0.116, -0.003, 0.018, 0.113, 0.118, 0.139, 0.143, 0.144, 0.167, 0.128, 0.103, 0.111, 0.109, 0.078, 0.064, -0.037]}

=====

Record 5
{"formula": "C3H12NO2", "method": "ωB97M-V/def2-TZVPD", "de_lowest_kcal_mol": 22.4, "multiplicity": 1, "homo_energy_ev": -14.76, "total_charge": 1, "species": ["O", "C", "C", "N", "C", "H", "H", "H", "H", "H", "H", "H", "H", "H", "H", "H", "H", "O"], "xyz": [[0.622, -2.171, -1.061], [0.407, -1.014, -1.883], [0.978, 0.098, -1.051], [0.018, 0.412, 0.090], [-0.563, 1.772, 0.360], [0.376, -2.992, -1.498], [-0.673, -0.920, -2.052], [0.898, -1.168, -2.831], [1.904, -0.164, -0.542], [1.177, 1.047, -1.535], [-0.829, -0.128, -0.132], [0.174, -0.041, 1.002], [-1.551, 1.669, 0.776], [0.013, 2.259, 1.151], [-0.563, 2.357, -0.543], [-0.210, -0.751, 3.593], [-1.504, 0.022, 3.266], [-0.674, -0.286, 2.889]], "lowdin_charge": [-0.059, -0.208, -0.077, 0.003, 0.014, 0.104, 0.131, 0.130, 0.142, 0.133, 0.154, 0.135, 0.097, 0.108, 0.099, 0.067, 0.062, -0.035]}

=====

Record 6
{"formula": "C3H12NO2S", "method": "ωB97M-V/def2-TZVPD", "de_lowest_kcal_mol": 25.7, "multiplicity": 1, "homo_energy_ev": -2.88, "total_charge": -1, "species": ["C", "N", "C", "C", "S", "H", "H", "H", "H", "H", "H", "H", "H", "H", "H", "O", "H", "H", "O"], "xyz": [[-0.799, -1.991, 0.631], [-1.429, -0.738, 1.161], [-0.572, 0.105, 1.966], [0.440, 0.983, 1.140], [-0.315, 2.498, 0.555], [-1.670, -2.590, 0.372], [-0.254, -2.535, 1.393], [-0.155, -1.683, -0.184], [-1.818, -0.222, 0.379], [-1.154, 0.781, 2.570], [0.056, -0.518, 2.602], [0.702, 0.353, 0.275], [1.454, 1.121, 1.507], [-0.471, 0.015, -2.446], [0.729, -0.355, -3.240], [-0.229, -0.469, -3.267], [2.593, 1.888, -1.913], [1.112, 1.923, -1.477], [1.781, 1.435, -2.025]], "lowdin_charge": [-0.124, -0.148, -0.360, -0.779, 0.177, 0.062, 0.061, 0.054, 0.073, 0.065, 0.086, 0.009, 0.029, 0.033, 0.007, -0.097, -0.001, -0.042, -0.106]}